[1]
C45H64Cl3N2O4PSb2W | the ωB97M-V functional and the def2-TZVPD basis

Summary:
- HOMO energy (spin up / spin down) (eV) = -12.30 / -12.75
- frontier orbital gap (spin up / spin down) (eV) = 6.421 / 6.164
- LUMO (spin up / spin down) (eV) = -5.87 / -6.58
- strongest force on any atom (eV Å⁻¹) = 3.385

Geometry as ORCA input:
```
! wB97M-V def2-TZVPD RIJCOSX def2/J DEFGRID3
* xyz 2 3
W 0.924 0.113 -0.431
C 0.512 -2.876 3.051
Sb 1.609 -1.906 1.514
C 3.376 -1.427 2.616
C 2.517 -3.756 0.825
C 1.603 -4.873 0.411
C 1.558 -6.032 1.182
C 0.754 -7.103 0.825
C -0.009 -7.035 -0.331
C 0.034 -5.891 -1.111
C 0.824 -4.803 -0.752
C 0.830 -3.565 -1.583
Sb -0.652 -2.066 -1.011
C -1.846 -2.375 -2.739
C -1.798 -3.277 0.305
H 1.217 -3.535 3.553
H -0.292 -3.469 2.628
H 0.107 -2.157 3.758
H 3.272 -1.864 3.608
H 3.526 -0.353 2.714
H 4.236 -1.876 2.122
H 3.086 -4.048 1.709
H 3.230 -3.493 0.037
H 2.171 -6.100 2.071
H 0.737 -7.993 1.437
H -0.632 -7.867 -0.624
H -0.553 -5.838 -2.021
H 0.621 -3.784 -2.632
H 1.789 -3.059 -1.499
H -2.004 -3.452 -2.760
H -1.335 -2.052 -3.642
H -2.805 -1.870 -2.646
H -2.792 -3.346 -0.132
H -1.872 -2.849 1.300
H -1.339 -4.262 0.341
C 4.922 0.202 -0.562
C 3.811 -0.314 -1.438
O 2.680 -0.665 -0.901
N 4.105 -0.853 -2.625
C 3.084 -1.442 -3.514
C 1.957 -0.487 -3.859
C 2.190 0.348 -4.979
C 1.143 1.105 -5.497
C -0.004 1.189 -4.771
C -0.101 0.569 -3.427
N 0.861 -0.499 -3.139
H 4.534 0.411 0.432
H 5.378 1.112 -0.956
H 5.692 -0.568 -0.512
H 4.909 -0.450 -3.091
H 2.700 -2.341 -3.041
H 3.604 -1.738 -4.422
H 3.148 0.312 -5.477
H 1.237 1.590 -6.459
H -0.863 1.731 -5.137
H -1.120 0.203 -3.273
O -0.922 -0.244 1.319
H -0.881 0.274 2.143
H -1.894 -0.309 1.095
C 3.612 5.993 2.484
C 3.211 4.986 3.351
C 2.833 3.748 2.861
C 2.851 3.501 1.487
C 3.290 4.510 0.627
C 3.656 5.752 1.118
C 2.414 2.243 0.858
C 1.443 1.384 1.228
C 0.643 1.663 2.458
C -0.267 2.720 2.486
C -1.037 2.965 3.612
C -0.918 2.160 4.738
C -0.012 1.110 4.731
C 0.754 0.862 3.599
H 3.903 6.959 2.872
H 3.194 5.166 4.417
H 2.550 2.967 3.553
H 3.318 4.322 -0.441
H 3.978 6.528 0.438
H 2.969 2.033 -0.055
H -0.361 3.364 1.624
H -1.730 3.796 3.612
H -1.514 2.361 5.617
H 0.108 0.489 5.608
H 1.492 0.068 3.630
Cl 0.745 3.831 -3.566
C -0.324 3.036 -2.408
Cl -2.000 3.051 -2.969
Cl -0.199 3.921 -0.884
C 0.103 1.566 -2.169
O 1.424 1.475 -1.732
O -0.636 1.002 -1.117
C -5.349 -2.640 1.460
C -4.941 -1.239 1.913
C -4.094 -1.318 3.184
P -4.028 -0.284 0.610
C -5.180 -0.264 -0.842
C -6.616 0.196 -0.607
C -4.553 0.476 -2.035
C -3.980 1.409 1.415
C -3.487 2.470 0.437
C -5.234 1.897 2.142
H -6.053 -3.067 2.176
H -4.488 -3.309 1.412
H -5.841 -2.643 0.488
H -5.851 -0.677 2.133
H -3.168 -1.870 3.002
H -4.641 -1.850 3.964
H -3.836 -0.337 3.583
H -5.206 -1.329 -1.104
H -6.663 1.269 -0.431
H -7.091 -0.316 0.229
H -7.211 -0.010 -1.498
H -4.861 1.520 -2.050
H -4.879 0.029 -2.975
H -3.460 0.458 -2.008
H -3.197 1.289 2.177
H -4.255 2.717 -0.294
H -2.594 2.148 -0.097
H -3.245 3.388 0.975
H -6.092 1.972 1.480
H -5.042 2.895 2.541
H -5.506 1.264 2.984
*
```

=====

[2]
C45H65ClN3O8TaTe | the ωB97M-V functional and the def2-TZVPD basis

Summary:
- HOMO energy (spin up / spin down) (eV) = -10.78 / -11.31
- frontier orbital gap (spin up / spin down) (eV) = 7.648 / 7.142
- LUMO (spin up / spin down) (eV) = -3.13 / -4.17
- strongest force on any atom (eV Å⁻¹) = 5.647

Geometry as ORCA input:
```
! wB97M-V def2-TZVPD RIJCOSX def2/J DEFGRID3
* xyz 1 2
Ta -0.140 -0.877 0.480
C 0.819 -0.746 3.036
C 0.690 0.631 3.431
C -0.603 0.757 4.089
C -1.042 -0.535 4.346
C -0.166 -1.480 3.783
C -0.135 -2.935 4.129
C -1.430 -3.615 3.650
C -0.056 -3.041 5.667
C 1.070 -3.656 3.526
C -1.495 1.937 4.408
C -1.244 3.141 3.497
C -1.347 2.336 5.887
C -2.956 1.498 4.175
C 1.902 1.539 3.457
C 1.973 2.367 4.750
C 1.906 2.476 2.236
C 3.196 0.703 3.418
H 1.770 -1.210 2.835
H -1.929 -0.798 4.887
H -2.305 -3.026 3.909
H -1.519 -4.589 4.125
H -1.388 -3.740 2.571
H -0.932 -2.606 6.138
H 0.830 -2.528 6.035
H 0.000 -4.089 5.953
H 1.081 -3.553 2.445
H 1.024 -4.714 3.772
H 2.001 -3.260 3.926
H -0.327 3.662 3.748
H -2.054 3.856 3.615
H -1.214 2.821 2.456
H -0.354 2.716 6.105
H -1.534 1.478 6.528
H -2.069 3.111 6.131
H -3.060 1.010 3.208
H -3.614 2.363 4.196
H -3.303 0.816 4.946
H 1.232 3.156 4.772
H 2.950 2.839 4.822
H 1.840 1.727 5.619
H 1.131 3.228 2.304
H 1.747 1.913 1.320
H 2.864 2.986 2.178
H 3.238 0.020 4.263
H 4.054 1.368 3.491
H 3.287 0.135 2.497
O -2.392 -1.702 -0.553
Cl -2.618 -1.766 0.901
O -1.757 -0.687 1.533
O -0.918 0.397 -0.681
O -3.967 -1.344 1.144
C 5.277 0.056 0.225
C 5.071 -1.380 -0.240
C 3.796 -1.600 -1.104
C 3.878 -3.020 -1.711
C 2.853 -3.283 -2.810
C 3.799 -0.536 -2.177
O 4.472 -0.571 -3.173
N 2.999 0.559 -1.908
C 2.011 0.645 -0.958
O 1.320 1.637 -0.845
N 1.801 -0.425 -0.139
C 2.613 -1.516 -0.165
O 2.351 -2.393 0.646
H 6.070 0.089 0.968
H 4.379 0.474 0.674
H 5.568 0.686 -0.612
H 4.998 -2.054 0.614
H 5.932 -1.682 -0.839
H 3.736 -3.728 -0.891
H 4.880 -3.160 -2.119
H 1.859 -2.971 -2.505
H 2.823 -4.346 -3.031
H 3.119 -2.757 -3.723
H 3.053 1.350 -2.546
C -0.016 -4.600 -1.027
C -0.047 -3.191 -0.521
O 0.250 -2.205 -1.345
N -0.334 -2.849 0.670
Te -1.274 -0.294 -2.383
C -3.242 0.249 -3.080
C -3.370 -0.056 -4.443
C -2.195 -0.470 -5.274
C -4.608 0.072 -5.051
C -5.732 0.467 -4.339
C -7.050 0.613 -5.029
C -5.594 0.722 -2.983
C -4.365 0.623 -2.338
C -4.267 0.961 -0.886
C -0.266 1.355 -3.342
C 0.886 1.068 -4.080
C 1.253 -0.343 -4.429
C 1.695 2.114 -4.515
C 1.368 3.437 -4.252
C 2.250 4.566 -4.679
C 0.192 3.700 -3.562
C -0.629 2.686 -3.097
C -1.882 3.020 -2.353
H -0.131 -4.625 -2.107
H -0.795 -5.173 -0.531
H 0.949 -5.036 -0.774
H -1.568 -1.180 -4.726
H -1.593 0.398 -5.537
H -2.531 -0.938 -6.196
H -4.706 -0.140 -6.105
H -6.930 0.532 -6.106
H -7.504 1.575 -4.800
H -7.740 -0.161 -4.700
H -6.463 1.012 -2.411
H -4.532 2.006 -0.722
H -3.255 0.789 -0.522
H -4.954 0.345 -0.305
H 0.915 -1.038 -3.650
H 2.327 -0.446 -4.565
H 0.773 -0.631 -5.365
H 2.598 1.888 -5.064
H 3.089 4.211 -5.270
H 2.630 5.091 -3.802
H 1.686 5.286 -5.269
H -0.088 4.727 -3.373
H -1.899 4.069 -2.065
H -1.947 2.410 -1.453
H -2.754 2.823 -2.978
*
```

=====

[3]
C45H65InOP2SSi | the ωB97M-V functional and the def2-TZVPD basis

Summary:
- HOMO energy (eV) = -13.18
- frontier orbital gap (eV) = 7.923
- LUMO (eV) = -5.26
- strongest force on any atom (eV Å⁻¹) = 1.530

Geometry as ORCA input:
```
! wB97M-V def2-TZVPD RIJCOSX def2/J DEFGRID3
* xyz 2 1
In 0.182 -1.328 -1.161
C -0.056 1.938 -2.152
Si -0.356 2.443 -0.333
C 1.230 3.198 0.371
C 1.270 4.584 0.517
C 2.467 5.235 0.750
C 3.643 4.510 0.841
C 3.612 3.130 0.746
C 2.412 2.464 0.519
P 2.277 0.640 0.457
C 2.101 0.422 2.325
C 3.265 0.890 3.211
C 3.272 0.169 4.564
C 1.841 -0.055 5.030
C 1.138 -1.073 4.125
C 1.644 -0.993 2.676
C 3.957 0.207 -0.330
C 3.662 -0.907 -1.336
C 3.388 -2.206 -0.593
C 4.627 -2.645 0.179
C 5.069 -1.551 1.149
C 5.211 -0.202 0.452
C -1.964 3.441 -0.207
C -2.278 4.761 -0.473
C -3.590 5.190 -0.333
C -4.579 4.308 0.073
C -4.282 2.977 0.334
C -2.973 2.549 0.192
P -2.135 0.973 0.540
C -2.271 0.744 2.379
C -3.706 0.452 2.855
C -3.985 1.064 4.231
C -2.756 0.907 5.115
C -1.583 1.730 4.562
C -1.738 2.001 3.063
C -3.026 -0.467 -0.297
C -4.506 -0.189 -0.568
C -5.107 -1.331 -1.386
C -4.934 -2.657 -0.656
C -3.453 -2.918 -0.408
C -2.868 -1.795 0.447
H 0.050 2.844 -2.741
H -0.887 1.376 -2.574
H 0.866 1.375 -2.275
H 0.361 5.158 0.439
H 2.483 6.309 0.844
H 4.583 5.015 0.998
H 4.533 2.576 0.842
H 1.240 1.086 2.505
H 3.158 1.963 3.378
H 4.224 0.734 2.726
H 3.809 0.780 5.289
H 3.793 -0.787 4.496
H 1.329 0.908 4.998
H 1.812 -0.402 6.062
H 0.059 -0.913 4.161
H 1.320 -2.080 4.501
H 0.848 -1.312 1.985
H 2.475 -1.686 2.553
H 4.189 1.120 -0.895
H 4.521 -1.037 -1.997
H 2.807 -0.620 -1.970
H 3.085 -2.993 -1.294
H 2.572 -2.044 0.128
H 5.428 -2.849 -0.533
H 4.414 -3.563 0.731
H 6.028 -1.830 1.589
H 4.353 -1.469 1.968
H 6.024 -0.272 -0.277
H 5.514 0.559 1.173
H -1.522 5.464 -0.788
H -3.842 6.219 -0.541
H -5.593 4.657 0.203
H -5.074 2.317 0.655
H -1.607 -0.093 2.631
H -3.848 -0.626 2.939
H -4.428 0.846 2.142
H -4.837 0.547 4.674
H -4.249 2.117 4.143
H -2.495 -0.154 5.157
H -2.978 1.219 6.133
H -0.659 1.181 4.731
H -1.498 2.682 5.085
H -0.772 2.299 2.639
H -2.432 2.826 2.888
H -2.530 -0.568 -1.280
H -4.620 0.745 -1.120
H -5.054 -0.120 0.373
H -4.610 -1.378 -2.357
H -6.163 -1.126 -1.557
H -5.369 -3.466 -1.241
H -5.462 -2.622 0.300
H -2.923 -2.960 -1.363
H -3.324 -3.873 0.102
H -1.814 -2.008 0.669
H -3.409 -1.770 1.391
C 1.548 -1.356 -8.437
C 0.987 -2.064 -7.250
C -0.093 -2.931 -7.395
C -0.651 -3.559 -6.298
C -0.112 -3.336 -5.040
C 0.974 -2.495 -4.878
C 1.521 -1.867 -5.980
S -0.890 -4.100 -3.601
C 0.460 -5.269 -3.235
O -0.729 -3.045 -2.519
H 0.746 -1.061 -9.107
H 2.218 -2.014 -8.991
H 2.105 -0.471 -8.141
H -0.503 -3.102 -8.378
H -1.504 -4.210 -6.412
H 1.392 -2.327 -3.888
H 2.374 -1.218 -5.855
H 1.389 -4.720 -3.108
H 0.554 -5.970 -4.056
H 0.210 -5.796 -2.321
*
```

=====

[4]
C45H65N5O5 | the ωB97M-V functional and the def2-TZVPD basis

Summary:
- HOMO energy (eV) = -9.31
- frontier orbital gap (eV) = 9.556
- LUMO (eV) = 0.24
- strongest force on any atom (eV Å⁻¹) = 1.825

Geometry as ORCA input:
```
! wB97M-V def2-TZVPD RIJCOSX def2/J DEFGRID3
* xyz 0 1
C 1.503 2.444 -6.562
C 2.442 1.441 -6.675
C 2.276 0.266 -5.944
N 1.144 0.048 -5.268
C 0.235 1.023 -5.147
C 0.377 2.230 -5.808
H 1.579 3.339 -7.167
H 3.320 1.518 -7.304
H 3.045 -0.487 -5.852
H -0.629 0.810 -4.534
H -0.326 3.050 -5.711
C -1.665 4.611 -1.517
C -2.261 4.021 -2.625
C -2.644 4.827 -3.694
N -2.364 6.134 -3.782
C -1.659 6.656 -2.769
C -1.340 5.955 -1.618
H -1.286 4.081 -0.658
H -2.456 2.958 -2.607
H -3.312 4.404 -4.434
H -1.381 7.686 -2.955
H -0.803 6.434 -0.814
C 1.596 -4.854 0.418
C 1.266 -6.194 0.426
C 1.752 -7.031 1.395
N 2.436 -6.589 2.464
C 2.696 -5.270 2.508
C 2.296 -4.377 1.533
H 1.196 -4.194 -0.339
H 0.773 -6.662 -0.418
H 1.493 -8.081 1.436
H 3.164 -4.985 3.442
H 2.407 -3.309 1.672
C 5.558 1.388 1.820
C 6.553 1.943 1.021
C 6.179 2.574 -0.156
N 4.918 2.787 -0.537
C 3.952 2.284 0.246
C 4.246 1.557 1.383
H 5.783 0.817 2.708
H 7.603 1.943 1.283
H 6.932 2.988 -0.815
H 2.957 2.494 -0.126
H 3.462 1.173 2.027
C 0.098 6.199 3.735
C -0.172 5.046 3.005
C -1.096 5.154 1.965
N -1.669 6.288 1.571
C -1.413 7.381 2.293
C -0.525 7.390 3.351
H 0.736 6.233 4.608
H 0.374 4.148 3.257
H -1.431 4.261 1.450
H -2.031 8.252 2.110
H -0.280 8.282 3.911
C -0.875 -0.389 -0.611
C -0.046 -0.297 0.645
C 0.358 1.194 0.743
O -0.094 1.749 -0.488
C -0.344 0.740 -1.483
H -1.907 -0.224 -0.306
H -0.727 -1.358 -1.094
H 0.859 -0.906 0.553
H -0.639 -0.691 1.470
H 1.431 1.328 0.891
H -0.191 1.665 1.560
H 0.554 0.640 -2.103
H -1.074 1.197 -2.156
C -0.776 -3.762 6.015
C -0.231 -2.378 5.549
C -0.749 -2.340 4.140
O -2.028 -2.962 4.211
C -1.980 -4.043 5.129
H -1.065 -3.772 7.069
H 0.011 -4.521 6.000
H 0.845 -2.296 5.714
H -0.605 -1.616 6.236
H -0.182 -2.839 3.346
H -0.930 -1.318 3.795
H -1.921 -4.973 4.554
H -2.844 -4.027 5.796
C 3.055 -0.850 -1.486
C 3.797 -1.658 -0.434
C 5.239 -1.465 -0.816
O 5.168 -1.502 -2.276
C 3.989 -0.814 -2.685
H 2.714 0.078 -1.019
H 2.124 -1.354 -1.761
H 3.488 -2.689 -0.617
H 3.463 -1.311 0.544
H 5.943 -2.237 -0.512
H 5.696 -0.485 -0.641
H 3.534 -1.231 -3.588
H 4.253 0.185 -3.061
C -3.764 -4.423 0.894
C -2.640 -3.494 0.422
C -2.139 -4.238 -0.799
O -2.048 -5.558 -0.311
C -3.246 -5.829 0.436
H -4.711 -4.126 0.449
H -3.801 -4.445 1.982
H -1.882 -3.439 1.202
H -2.956 -2.506 0.077
H -1.185 -3.927 -1.238
H -2.772 -4.073 -1.687
H -3.010 -6.399 1.329
H -3.907 -6.323 -0.277
C -5.456 0.986 -1.668
C -4.367 1.525 -0.716
C -4.603 0.585 0.455
O -4.774 -0.665 -0.169
C -5.431 -0.538 -1.443
H -5.265 1.285 -2.697
H -6.385 1.429 -1.306
H -4.696 2.516 -0.400
H -3.391 1.427 -1.184
H -5.505 0.876 1.013
H -3.801 0.508 1.191
H -6.398 -1.040 -1.437
H -4.789 -1.067 -2.150
*
```

=====

Looking at E for the records above, in order, we have -4432.54637 -3304.78445 -3389.03348 -2403.49357 a.u..
Looking at molecular weight for the records above, in order, we have 1261.7 1120.0 858.9 756.0 g mol⁻¹.